Record 1
DFT (ωB97M-V/def2-TZVPD) results for a gas-phase ion, C3H8N3S (charge +1) at a distorted geometry.

Values from the calculation:
total charge	+1
LUMO level	-3.535	eV
total energy	-18537.6706	eV
structure (SMILES)	C[N@@H+]1CSC(N)=N1
HOMO	-13.9	eV
relative energy (zero: lowest compared OMol25 entry of this formula, charge and spin)	42.32	kcal/mol

Positions of all 15 atoms, in Å:
1 C -0.128 1.375 1.090
2 C 1.714 0.013 -0.176
3 C -0.679 -1.254 -0.613
4 N -0.644 0.937 0.013
5 N -0.579 2.177 2.016
6 N 0.000 0.009 -0.726
7 S 1.523 0.555 1.435
8 H 1.970 -1.030 -0.375
9 H 2.322 0.694 -0.851
10 H -0.800 -1.458 0.389
11 H -1.585 -0.964 -1.037
12 H -0.154 -2.051 -1.183
13 H -1.366 2.823 1.827
14 H 0.156 2.575 2.652
15 H 0.073 0.264 -1.657

Atoms 1-2, force components in eV/Å:
C 2.46 -2.44 -1.38
C -1.34 -0.07 -2.78

These are the natural (NBO) partial charges, in e, on atoms 1 to 8: atom 1 (C): 0.397, atom 2 (C): -0.420, atom 3 (C): -0.412, atom 4 (N): -0.385, atom 5 (N): -0.766, atom 6 (N): -0.160, atom 7 (S): 0.252, atom 8 (H): 0.248

Record 2
DFT (ωB97M-V/def2-TZVPD) results for C5H8O4 in the gas phase.

Values from the calculation:
total charge	0
LUMO level	0.549	eV
total energy	-13504.7939	eV
structure (SMILES)	CC(=O)C[C@H](O)C(=O)O
HOMO	-9.9	eV
relative energy (zero: lowest compared OMol25 entry of this formula, charge and spin)	6.67	kcal/mol

Positions of all 17 atoms, in Å:
1 C -0.940 -0.587 0.071
2 C -0.770 0.929 -0.030
3 C 1.296 0.615 -1.515
4 C 0.103 -1.203 1.017
5 C 0.647 1.354 -0.373
6 O 0.403 -0.416 2.035
7 O -2.232 -0.844 0.582
8 O 0.561 -2.305 0.865
9 O 1.207 2.232 0.229
10 H 1.039 -0.837 2.631
11 H -2.373 -1.798 0.630
12 H -0.818 -1.069 -0.910
13 H -1.446 1.308 -0.798
14 H -1.056 1.373 0.928
15 H 1.602 -0.379 -1.163
16 H 2.184 1.145 -1.854
17 H 0.593 0.484 -2.344

Atoms 1-2, force components in eV/Å:
C 0.29 0.11 -0.10
C -0.17 -0.11 0.38

These are the natural (NBO) partial charges, in e, on atoms 1 to 8: atom 1 (C): 0.011, atom 2 (C): -0.531, atom 3 (C): -0.735, atom 4 (C): 0.756, atom 5 (C): 0.600, atom 6 (O): -0.668, atom 7 (O): -0.695, atom 8 (O): -0.590

Record 3
DFT (ωB97M-V/def2-TZVPD) results for 39 unconnected molecules or ions with the total composition H78O39 at a distorted geometry.

Values from the calculation:
total charge	0
LUMO level	-0.984	eV
total energy	-81121.9478	eV
HOMO	-9.3	eV

Positions of all 117 atoms, in Å:
1 O 26.086 0.056 4.208
2 H 25.236 0.136 3.774
3 H 26.477 -0.730 3.827
4 O 16.979 0.061 -1.516
5 H 17.437 0.623 -0.891
6 H 16.056 0.133 -1.274
7 O 18.942 -1.806 -1.633
8 H 18.823 -2.553 -2.220
9 H 18.088 -1.373 -1.618
10 O 24.056 -3.638 2.786
11 H 23.588 -3.689 3.619
12 H 23.945 -2.730 2.504
13 O 19.864 -1.842 4.648
14 H 19.717 -1.530 5.541
15 H 19.575 -1.120 4.090
16 O 23.640 0.726 -5.316
17 H 23.523 1.260 -4.530
18 H 23.815 -0.155 -4.983
19 O 21.311 0.247 -3.071
20 H 22.243 0.271 -2.853
21 H 20.953 1.045 -2.682
22 O 25.885 -1.553 -2.163
23 H 25.926 -0.795 -1.579
24 H 26.634 -2.092 -1.908
25 O 25.293 1.061 -0.048
26 H 24.846 1.882 0.159
27 H 26.177 1.327 -0.300
28 O 20.485 0.118 -5.678
29 H 20.819 0.147 -4.781
30 H 19.533 0.132 -5.580
31 O 21.902 6.376 -1.422
32 H 21.229 5.880 -1.888
33 H 22.650 6.386 -2.020
34 O 26.192 3.650 2.601
35 H 25.580 3.247 3.218
36 H 25.696 3.727 1.786
37 O 19.873 3.276 2.412
38 H 20.421 3.860 1.887
39 H 19.654 3.788 3.190
40 O 25.043 5.240 -1.190
41 H 24.626 5.032 -2.025
42 H 25.905 5.580 -1.430
43 O 20.039 -3.499 2.519
44 H 19.959 -2.962 3.307
45 H 20.493 -2.937 1.891
46 O 22.172 -4.000 -0.963
47 H 22.441 -3.169 -0.570
48 H 21.877 -3.764 -1.843
49 O 21.351 3.307 -1.393
50 H 20.605 3.215 -1.985
51 H 22.070 3.598 -1.954
52 O 25.196 3.136 5.374
53 H 25.112 3.809 6.051
54 H 24.375 3.186 4.884
55 O 22.227 1.285 2.874
56 H 21.272 1.254 2.931
57 H 22.498 1.776 3.649
58 O 21.854 0.858 0.080
59 H 21.808 1.591 -0.534
60 H 22.244 1.232 0.870
61 O 24.272 3.339 0.767
62 H 23.817 3.900 1.395
63 H 24.483 3.921 0.036
64 O 25.457 3.272 -3.463
65 H 26.013 3.383 -4.234
66 H 26.058 2.991 -2.772
67 O 22.903 4.970 3.402
68 H 22.954 5.719 3.996
69 H 22.635 5.347 2.563
70 O 23.938 -1.706 -3.966
71 H 24.486 -1.799 -3.186
72 H 23.051 -1.894 -3.660
73 O 17.912 -1.356 2.490
74 H 17.084 -1.563 2.056
75 H 18.584 -1.704 1.903
76 O 24.071 0.957 -2.415
77 H 24.548 0.901 -1.587
78 H 24.671 1.410 -3.007
79 O 22.339 2.881 5.064
80 H 22.466 3.631 4.482
81 H 21.769 3.211 5.758
82 O 18.751 1.562 0.338
83 H 19.101 2.096 1.051
84 H 19.512 1.093 -0.006
85 O 23.793 -0.828 2.496
86 H 23.950 -0.979 1.564
87 H 23.055 -0.219 2.519
88 O 21.362 -2.518 -3.554
89 H 21.402 -1.581 -3.363
90 H 20.439 -2.747 -3.439
91 O 21.705 4.501 -4.327
92 H 21.878 4.101 -5.179
93 H 20.861 4.939 -4.434
94 O 25.633 -1.964 0.843
95 H 25.590 -2.919 0.785
96 H 26.527 -1.748 0.579
97 O 20.143 -1.243 0.628
98 H 20.743 -0.615 0.227
99 H 19.634 -1.590 -0.104
100 O 22.618 -0.309 5.879
101 H 22.369 0.318 5.200
102 H 21.790 -0.699 6.160
103 O 19.273 2.469 -2.983
104 H 18.383 2.662 -2.687
105 H 19.216 1.589 -3.356
106 O 16.744 4.217 0.023
107 H 16.095 3.684 -0.437
108 H 17.398 3.588 0.328
109 O 23.176 -1.639 -0.321
110 H 24.123 -1.506 -0.268
111 H 22.820 -0.767 -0.487
112 O 19.558 0.720 3.906
113 H 19.441 1.667 3.990
114 H 19.014 0.477 3.156
115 O 21.125 5.445 1.113
116 H 20.618 6.254 1.053
117 H 21.469 5.311 0.229

Atoms 1-2, force components in eV/Å:
O 0.52 0.40 0.33
H -0.36 -0.35 -0.28

These are the Mulliken partial charges, in e, on atoms 1 to 8: atom 1 (O): -0.646, atom 2 (H): 0.266, atom 3 (H): 0.298, atom 4 (O): -0.690, atom 5 (H): 0.302, atom 6 (H): 0.286, atom 7 (O): -0.513, atom 8 (H): 0.240

Record 4
DFT (ωB97M-V/def2-TZVPD) results for a gas-phase ion, C9H22N2O2 (charge +2) at a distorted geometry.

Values from the calculation:
total charge	+2
LUMO level	-6.218	eV
total energy	-16743.5769	eV
structure (SMILES)	C[N+](C)(C)[C@H](O)[N+]1(C)CCOCC1
HOMO	-17.2	eV
relative energy (zero: lowest compared OMol25 entry of this formula, charge and spin)	73.38	kcal/mol

Positions of all 35 atoms, in Å:
1 C -1.216 1.183 0.243
2 C -1.636 -1.249 0.379
3 C -2.697 1.353 -0.183
4 C -3.140 -0.955 0.392
5 C -0.758 -0.408 -1.679
6 C 2.914 -0.224 1.180
7 C 1.671 1.643 0.547
8 C 2.414 0.170 -1.232
9 C 0.580 -0.515 0.456
10 N -0.760 -0.160 -0.182
11 N 1.892 0.209 0.197
12 O -3.381 0.459 0.583
13 O 0.873 -1.894 0.131
14 H -0.677 1.893 -0.279
15 H -1.107 1.012 1.383
16 H -1.458 -1.555 1.442
17 H -1.348 -2.240 -0.135
18 H -3.171 2.380 -0.044
19 H -2.921 1.325 -1.342
20 H -3.577 -1.218 -0.610
21 H -3.660 -1.547 1.201
22 H -0.227 -1.250 -1.935
23 H -1.694 -0.739 -1.921
24 H -0.326 0.304 -2.341
25 H 2.934 0.285 2.057
26 H 2.991 -1.244 1.373
27 H 3.847 -0.069 0.808
28 H 1.562 2.196 -0.255
29 H 0.955 1.878 1.377
30 H 2.699 1.857 0.923
31 H 1.681 0.519 -1.957
32 H 3.452 0.537 -1.377
33 H 2.396 -0.859 -1.425
34 H 0.582 -0.556 1.580
35 H 0.312 -2.524 0.645

Atoms 1-2, force components in eV/Å:
C -2.42 -1.06 1.40
C -0.74 -3.04 1.32

These are the natural (NBO) partial charges, in e, on atoms 1 to 8: atom 1 (C): -0.244, atom 2 (C): -0.300, atom 3 (C): -0.114, atom 4 (C): -0.094, atom 5 (C): -0.432, atom 6 (C): -0.433, atom 7 (C): -0.417, atom 8 (C): -0.425